*one*
Computed, not measured: an isolated ion of composition C4H8IN2 and charge +1, with the ωB97M-V functional and the def2-TZVPD basis.

```
15
C4H8IN2, DFT the ωB97M-V functional and the def2-TZVPD basis
C 0.59738 -0.69939 0.36924
C 0.40692 0.76499 -0.13164
C -1.92499 0.55775 0.65769
C 1.89335 -1.33541 -0.04710
N -0.26756 -1.35860 0.96132
N -1.01856 0.93421 -0.40650
I -3.84047 0.16420 0.16158
H 0.90264 1.40800 0.60824
H 0.90807 0.91127 -1.02595
H -1.87561 1.20894 1.59088
H 2.65384 -1.45178 0.67248
H 2.25287 -0.97742 -1.13040
H 1.63354 -2.35078 -0.33051
H -1.16739 1.91913 -0.78424
H -1.15405 0.30488 -1.16508
```

The value obtained for the HOMO energy (alpha / beta) is -12.7283 / -12.7262 eV. As for the molecular weight: 211.026 g mol⁻¹. The value obtained for the lowest unoccupied orbital energy (alpha / beta) is -0.214 / -0.213 hartree. Its total charge is +1.

=====

*two*
Computed, not measured: C4H8IN2 as an isolated structure, with the ωB97M-V functional and the def2-TZVPD basis.

```
15
C4H8IN2, DFT the ωB97M-V functional and the def2-TZVPD basis
C -0.05584 0.83786 -1.60817
C 0.70663 -0.94470 -0.34188
C 0.36562 0.22990 0.51099
C -1.13723 -0.34358 1.75690
N -0.18346 1.20895 -0.34131
N 0.23641 -0.44555 -1.71059
I 1.88312 1.04146 1.85420
H -0.31412 1.47151 -2.49641
H 1.94861 -1.06798 -0.39069
H 0.21033 -1.93417 0.02119
H -1.49487 0.51872 2.16238
H -0.66185 -1.04330 2.38278
H -1.73420 -0.83334 0.82409
H -0.20443 2.19150 -0.03287
H 0.43529 -0.88727 -2.59061
```

The value obtained for the HOMO energy is -12.9578 eV. As for the molecular weight: 211.026 g mol⁻¹. The value obtained for the lowest unoccupied orbital energy is -0.154 hartree. Its total charge is +1.

=====

*three*
Computed, not measured: an isolated ion of composition C4H8IN2 and charge +1, with the ωB97M-V functional and the def2-TZVPD basis.

```
15
C4H8IN2, DFT the ωB97M-V functional and the def2-TZVPD basis
H 0.56812 1.68442 -0.39149
N -0.04490 1.72197 -1.23771
C -0.70058 0.68915 -1.51194
C -0.56104 -0.69039 -0.81448
N 0.21235 -0.44137 0.37718
C -0.43147 0.33706 1.39007
C 1.46098 -0.68309 0.56866
I 2.58266 -1.73617 -0.80280
H -1.42445 0.68123 -2.31015
H -1.51902 -1.09267 -0.46274
H -0.26768 -1.56166 -1.33721
H 0.09346 0.23325 2.30150
H -0.72932 1.48976 1.38645
H -1.32519 -0.22708 1.42623
H 2.08608 -0.40441 1.41844
```

The structure (SMILES) is [H]/N=C\C/[N+](C)=C\I. The value obtained for the HOMO energy is -14.3124 eV. As for the molecular weight: 211.026 g mol⁻¹. The value obtained for the lowest unoccupied orbital energy is -0.192 hartree. Its total charge is +1.

=====

*four*
Computed, not measured: an isolated ion of composition C4H8IN2 and charge +1, with the ωB97M-V functional and the def2-TZVPD basis.

```
15
C4H8IN2, DFT the ωB97M-V functional and the def2-TZVPD basis
C 1.29353 0.85514 -0.69835
N 0.74586 0.09912 0.37147
C -0.24966 0.67977 1.31436
C -0.56072 -0.30035 0.23837
N -1.25455 -1.64496 0.41429
C -1.69175 -0.68889 -0.68605
I -3.75108 0.15744 -0.27115
H 1.69279 0.23536 -1.55885
H 0.71688 1.72848 -0.95100
H 2.13234 1.40225 -0.17842
H -0.79815 1.55180 1.12711
H -0.03654 0.50237 2.32367
H -1.86918 -1.71774 1.18696
H -0.63775 -2.38727 0.06992
H -1.74047 -0.94728 -1.87358
```

The structure (SMILES) is CN1C[C@]12[NH2+][C@H]2I. The value obtained for the HOMO energy is -13.9137 eV. As for the molecular weight: 211.026 g mol⁻¹. The value obtained for the lowest unoccupied orbital energy is -0.169 hartree. Its total charge is +1.

=====

What should be chosen as the least stable of them? Choose *one*.